This record from the OMol25 dataset describes C27H52IN3O14P2S as an isolated structure at a distorted geometry. The level of theory is ωB97M-V/def2-TZVPD.

The geometry in XYZ format:
```
100
Properties=species:S:1:pos:R:3:forces:R:3:mulliken_charge:R:1
N 2.03747 -2.58391 0.89067 0.318 0.010 -0.403 -0.376
C 2.06293 -3.68864 -0.05590 -1.024 -1.100 -0.036 -0.047
O 1.21771 -4.55425 0.02258 0.581 0.334 -0.018 -0.562
C 3.10436 -3.81481 -1.16874 0.517 0.478 0.533 0.347
C 4.08892 -2.63331 -1.30252 0.015 0.146 0.381 -1.369
C 3.48212 -1.23121 -1.35059 -0.127 -0.075 -0.330 0.183
C 2.56677 -0.75790 -2.27679 0.247 -0.491 1.168 0.374
P 1.89537 -1.75607 -3.71215 -0.021 0.967 -1.452 0.068
O 3.08096 -2.85743 -4.13913 -0.431 0.277 0.964 -0.444
I -0.07704 -3.03144 -2.90129 0.444 -0.160 0.295 -0.147
C 2.08690 0.63693 -2.13731 -0.864 -0.755 -0.724 -0.009
P 0.85864 1.26196 -3.34073 -0.205 0.421 -1.501 1.085
O 1.29393 1.11000 -4.72164 0.153 0.013 -0.163 -0.630
O -0.55277 0.48287 -3.05401 1.616 0.532 0.956 -0.498
O 0.54264 2.83657 -3.06508 -0.009 -1.402 1.023 -0.550
C 2.50496 1.49408 -1.18554 0.123 0.528 0.420 -0.575
C 3.48283 1.06271 -0.22717 -1.153 -0.439 -1.709 0.360
N 4.00171 1.81000 0.72395 0.761 -0.822 0.545 -0.754
S 5.04958 0.80134 1.47954 -0.499 -0.024 -0.446 0.150
N 4.83322 -0.53867 0.61661 0.365 -0.269 0.108 -0.612
C 3.93414 -0.30822 -0.34084 0.421 1.334 0.883 0.591
H 1.09778 -2.19334 0.80012 0.140 0.029 -0.027 0.282
H 2.02407 -3.00942 1.81789 0.083 0.021 -0.108 0.292
H 2.57025 -4.08059 -2.08520 0.087 0.205 0.228 -0.228
H 3.71391 -4.70041 -0.91355 -0.295 0.219 -0.064 0.491
H 4.76806 -2.77463 -2.15832 -0.334 -0.090 0.201 0.372
H 4.73865 -2.66480 -0.41380 -0.216 0.133 -0.331 0.486
H 3.92682 -2.38820 -4.19168 -0.043 -0.106 -0.053 0.325
H -0.52795 0.27345 -2.10366 -0.527 -0.357 -0.182 0.354
H -0.00456 2.87428 -2.26289 -0.047 0.531 -0.201 0.330
H 2.11478 2.51263 -1.17634 0.243 -0.237 0.168 0.605
C -6.43178 5.19765 0.28946 0.107 -0.046 -0.093 -0.659
O -5.44126 4.28842 -0.14289 -0.154 -0.112 -0.020 -0.277
C -4.77622 3.67826 0.94805 0.112 0.278 -0.397 -0.344
C -3.94353 2.50557 0.47143 -0.024 -0.169 0.217 -0.420
O -4.69686 1.31234 0.30211 0.033 0.111 -0.082 -0.475
C -5.52154 1.25743 -0.85837 0.027 -0.268 0.098 -0.475
C -4.74204 1.01634 -2.13459 -0.143 0.451 -0.171 -0.469
O -4.20535 2.23343 -2.62302 0.111 0.042 0.105 -0.279
C -3.25752 2.01156 -3.65102 -0.052 0.084 0.188 -0.307
H -5.99369 5.98677 0.91120 -0.092 -0.004 0.081 0.231
H -6.87951 5.65152 -0.59290 0.065 -0.026 -0.021 0.266
H -7.21558 4.67479 0.84881 0.009 0.085 0.110 0.307
H -5.50786 3.33682 1.69079 0.076 -0.043 0.078 0.298
H -4.11642 4.43114 1.40319 0.008 -0.088 0.200 0.291
H -3.21235 2.27482 1.25069 -0.070 -0.034 0.043 0.413
H -3.38605 2.75253 -0.43540 -0.166 0.160 -0.063 0.155
H -6.15495 2.14288 -0.93402 0.133 0.087 -0.148 0.203
H -6.17853 0.39937 -0.69966 0.067 -0.022 0.041 0.398
H -5.41610 0.61002 -2.90101 0.030 -0.201 0.053 0.460
H -3.93321 0.29972 -1.94317 -0.069 -0.100 0.013 0.229
H -2.40006 1.44975 -3.26519 -0.314 0.044 -0.257 -0.048
H -2.90869 2.98285 -4.00048 -0.079 0.009 0.007 0.283
H -3.71117 1.47444 -4.49124 0.077 -0.053 -0.023 0.350
C 4.43908 -5.97786 -3.83050 0.127 -0.096 0.082 -0.766
O 5.33777 -6.84708 -3.17654 0.073 -0.006 -0.142 -0.279
C 4.71289 -8.06253 -2.79353 0.243 0.316 0.222 -0.522
C 5.75211 -9.08108 -2.37202 -0.116 -0.202 -0.082 -0.509
O 6.34654 -9.76409 -3.46879 0.039 0.129 0.039 -0.467
C 7.30626 -9.02519 -4.21480 0.000 -0.278 -0.038 -0.356
C 8.63792 -8.88499 -3.50570 -0.061 0.464 -0.008 -0.615
O 8.59489 -7.81131 -2.57842 -0.055 -0.078 0.132 -0.205
C 9.71182 -7.81627 -1.71753 -0.164 0.065 -0.066 -0.781
H 3.58989 -5.73892 -3.18242 -0.086 -0.026 -0.142 0.313
H 4.97095 -5.05779 -4.06782 0.034 -0.025 0.045 0.153
H 4.08318 -6.42430 -4.76548 -0.138 0.042 0.022 0.403
H 4.12195 -8.46042 -3.62685 -0.038 -0.069 0.044 0.337
H 4.04949 -7.84986 -1.94370 -0.139 -0.142 -0.047 0.440
H 5.24636 -9.85614 -1.79184 -0.019 -0.023 -0.074 0.397
H 6.51153 -8.63559 -1.72606 -0.040 0.189 -0.083 0.229
H 6.90791 -8.05546 -4.51886 0.117 0.101 0.150 0.173
H 7.47074 -9.60928 -5.12309 -0.004 -0.049 0.049 0.389
H 9.42086 -8.66444 -4.24414 0.044 -0.182 -0.038 0.450
H 8.87927 -9.81979 -2.98564 0.005 -0.058 -0.081 0.350
H 9.72078 -8.72484 -1.10479 0.136 -0.032 -0.028 0.318
H 9.62967 -6.95448 -1.05703 -0.026 0.012 -0.052 0.229
H 10.64479 -7.73918 -2.28693 0.061 -0.072 0.056 0.307
C -3.93186 9.53715 6.70445 -0.062 -0.146 0.027 -0.773
O -4.77378 8.41745 6.54338 0.116 -0.035 -0.140 -0.241
C -5.94444 8.73690 5.80875 0.094 -0.198 0.409 -0.581
C -6.67177 7.47332 5.39734 -0.093 0.088 -0.208 -0.461
O -6.13365 6.87174 4.22552 0.063 0.001 0.077 -0.419
C -4.90944 6.16714 4.39455 -0.195 -0.091 -0.210 -0.313
C -5.08930 4.82476 5.07780 0.334 0.179 0.336 -0.599
O -5.14207 4.99090 6.48516 -0.160 0.026 0.015 -0.256
C -5.57037 3.81568 7.13713 0.055 0.173 0.000 -0.789
H -4.45477 10.34668 7.22650 0.044 0.077 -0.060 0.313
H -3.07383 9.23019 7.30011 -0.049 -0.041 0.014 0.229
H -3.57236 9.89138 5.73158 -0.033 0.130 0.022 0.319
H -5.68209 9.31904 4.91721 -0.087 0.016 -0.032 0.341
H -6.59880 9.33567 6.45707 -0.086 0.103 -0.146 0.455
H -7.69634 7.74605 5.13478 0.038 0.019 -0.071 0.378
H -6.72713 6.75660 6.21904 0.174 0.086 0.084 0.222
H -4.16497 6.78566 4.89917 -0.029 -0.126 0.205 0.234
H -4.54434 5.98321 3.38110 -0.076 -0.022 -0.009 0.230
H -4.23040 4.17943 4.84539 -0.075 -0.079 -0.174 0.467
H -6.01096 4.34826 4.72192 0.028 0.000 -0.111 0.355
H -6.59413 3.56232 6.83930 0.030 -0.135 -0.032 0.323
H -5.55867 4.00430 8.20934 0.042 0.036 -0.028 0.241
H -4.89807 2.97906 6.91659 -0.074 -0.078 -0.015 0.312
```
Positions in Å, forces in eV/Å.

Values from the calculation:
* HOMO-LUMO gap: 6.997 eV
* ΔE to the lowest compared entry with this formula, charge and spin: 18.7 kcal/mol
* maximum force: 2.108 eV/A


This record from the OMol25 dataset describes a 7-piece molecular cluster, C27H53BFO14 overall at a distorted geometry. The level of theory is ωB97M-V/def2-TZVPD.

The geometry in XYZ format:
```
96
Properties=species:S:1:pos:R:3:forces:R:3:mulliken_charge:R:1
C 4.04999 0.59774 0.50560 1.474 -0.615 -0.704 -0.479
C 3.23690 -0.82514 0.46773 0.806 0.435 0.881 0.317
F 3.62469 -1.64294 -0.73848 -0.528 1.479 1.926 -0.387
B 1.59805 -0.69533 0.45984 -0.061 0.679 -1.275 0.124
C 0.71880 0.65717 0.14130 -3.402 5.565 -1.621 0.530
O -0.01127 1.24119 1.12582 3.469 -3.003 -3.581 -0.671
O 0.60422 1.30542 -1.20284 1.187 -3.878 5.855 -0.771
H 4.08257 1.04571 -0.59907 -0.525 -0.779 2.477 0.252
H 5.19611 0.42896 0.79269 -3.002 0.269 -0.619 0.060
H 3.61539 1.35073 1.29083 0.369 -1.514 -1.684 0.252
H 3.52777 -1.51093 1.39821 -0.334 1.481 -1.953 0.104
H 0.98622 -1.70187 0.68105 0.784 0.393 -1.006 -0.146
O 6.99877 -0.11778 0.80325 1.747 1.114 1.584 -0.678
C 7.76010 0.55628 1.49197 -1.061 -0.699 -1.011 0.908
O 7.29252 1.23594 2.56402 -0.290 -0.514 -0.004 -0.360
C 8.12326 1.87749 3.55043 0.128 0.277 -0.077 -0.477
C 8.49510 3.28039 3.11405 -0.064 -0.029 -0.138 -0.743
C 9.19998 0.71866 1.10617 0.571 -0.347 0.025 -1.113
H 8.99681 1.26452 3.78813 -0.040 -0.030 -0.144 0.374
H 7.52668 1.93385 4.46736 -0.107 -0.205 -0.311 0.333
H 9.08175 3.27262 2.19148 -0.045 0.036 0.145 0.212
H 9.07781 3.78381 3.89058 -0.058 -0.049 -0.033 0.406
H 7.59477 3.86946 2.91138 0.245 -0.149 0.124 0.119
H 9.28918 1.53496 0.38022 -0.028 -0.135 0.183 0.237
H 9.54215 -0.21078 0.64349 -0.223 0.205 -0.122 0.335
H 9.86343 0.90102 1.94852 -0.036 0.252 -0.006 0.338
O -6.08076 1.92132 -3.54375 1.476 -0.500 0.632 -0.636
C -4.91788 1.69856 -3.21751 -1.040 0.109 0.352 0.674
O -4.64433 1.01923 -2.08017 -1.077 0.022 -0.851 -0.352
C -3.34083 0.52566 -1.71687 0.659 0.403 0.347 -0.290
C -2.53992 1.59270 -0.99801 -0.142 -0.058 0.002 -0.145
C -3.77845 2.25534 -4.01759 0.342 -0.201 -0.563 -0.510
H -2.81718 0.11984 -2.58660 -0.067 0.137 -0.009 0.319
H -3.50789 -0.31622 -1.03630 -0.286 0.154 -0.200 0.120
H -2.36090 2.46095 -1.63791 0.150 -0.165 -0.010 0.209
H -1.57354 1.19639 -0.67394 0.010 0.257 -0.105 -0.230
H -3.08507 1.95398 -0.11997 -0.008 -0.170 -0.051 0.297
H -3.57297 3.28026 -3.68797 0.001 -0.260 -0.028 0.258
H -4.06881 2.26970 -5.07139 -0.142 0.193 0.191 -0.062
H -2.86919 1.66118 -3.96096 0.083 0.161 0.253 0.360
O -0.22613 -1.64514 2.07688 -2.620 -2.228 1.538 -0.583
C -1.21471 -2.36117 2.21229 1.496 1.533 -0.373 0.692
O -1.10199 -3.70655 2.12791 0.449 -0.247 0.275 -0.366
C -2.14459 -4.63716 2.47669 -0.031 0.019 -0.281 -0.267
C -3.07342 -4.87311 1.30264 -0.198 0.097 -0.182 -0.889
C -2.57847 -1.75994 2.37693 -0.359 0.306 0.440 -0.731
H -2.67571 -4.31421 3.37611 0.004 0.091 -0.091 0.298
H -1.64578 -5.57794 2.73354 0.101 0.305 -0.053 0.247
H -3.58397 -3.95410 1.00242 0.020 -0.049 0.097 0.255
H -3.82910 -5.62273 1.55365 0.147 0.043 -0.001 0.296
H -2.50849 -5.22014 0.43137 -0.018 -0.011 0.196 0.298
H -2.99573 -1.53582 1.38851 0.079 -0.025 0.204 0.014
H -2.48166 -0.83024 2.94376 0.142 -0.024 -0.372 0.319
H -3.27082 -2.38574 2.93550 -0.096 -0.166 -0.192 0.326
O -4.23988 -7.53677 3.16150 -0.050 0.510 2.255 -0.570
C -4.47650 -7.32923 4.34862 0.363 -0.504 -1.600 0.825
O -3.48934 -6.93238 5.18401 0.155 0.256 -0.466 -0.340
C -3.69744 -6.46313 6.52982 -0.015 -0.155 0.126 -0.393
C -3.74141 -7.62195 7.50553 -0.064 -0.251 -0.002 -1.020
C -5.83680 -7.60282 4.91712 -0.587 0.314 0.007 -1.080
H -4.58374 -5.82598 6.59186 0.002 -0.137 -0.075 0.371
H -2.84052 -5.82463 6.77037 -0.092 -0.145 -0.343 0.340
H -4.57638 -8.29515 7.29338 0.007 0.129 0.065 0.266
H -3.84236 -7.25800 8.53185 0.023 -0.016 -0.108 0.365
H -2.82689 -8.21934 7.43175 -0.075 0.189 0.021 0.305
H -5.90835 -8.66254 5.18767 0.029 0.223 -0.036 0.263
H -6.58435 -7.37751 4.15199 0.218 -0.242 0.006 0.305
H -6.08663 -6.98566 5.77715 0.096 -0.155 0.151 0.363
O -3.98366 0.48286 -11.34109 -0.767 0.747 1.928 -0.585
C -4.45802 1.06501 -10.36928 0.460 -0.963 -1.228 0.711
O -4.53772 0.44296 -9.17070 0.498 -0.174 -0.368 -0.359
C -4.87639 1.09598 -7.93233 -0.286 0.036 0.090 -0.366
C -6.37911 1.15089 -7.74361 -0.203 0.040 -0.095 -0.885
C -5.04557 2.43729 -10.51086 0.235 0.641 -0.036 -0.841
H -4.40689 2.08110 -7.86562 -0.067 -0.048 -0.126 0.369
H -4.43689 0.48956 -7.13299 0.051 -0.028 -0.368 0.268
H -6.86229 1.73687 -8.53008 0.078 0.043 0.094 0.257
H -6.63009 1.59587 -6.77666 0.058 -0.071 -0.053 0.322
H -6.80777 0.14454 -7.79039 0.148 0.111 0.090 0.299
H -6.08570 2.35169 -10.84569 0.209 0.012 0.104 0.231
H -4.47135 2.98467 -11.26298 -0.194 -0.253 -0.045 0.289
H -4.99941 3.03180 -9.60125 -0.217 -0.092 0.077 0.287
O 7.67418 5.33765 1.06815 -1.915 0.893 -0.063 -0.602
C 6.52235 5.68977 0.82809 1.163 -0.610 0.206 0.854
O 5.77305 6.27965 1.78749 0.713 0.162 0.119 -0.345
C 4.50115 6.91464 1.55554 -0.326 -0.194 -0.010 -0.382
C 3.37305 5.90470 1.62042 0.021 -0.236 -0.080 -0.950
C 5.89040 5.38811 -0.49783 0.051 0.275 -0.548 -0.983
H 4.50808 7.47932 0.61936 0.077 -0.151 -0.001 0.367
H 4.37137 7.64871 2.35812 0.336 -0.181 -0.064 0.290
H 3.47039 5.14218 0.84295 -0.100 0.133 0.035 0.257
H 2.40527 6.39970 1.50056 0.107 -0.062 0.011 0.361
H 3.38393 5.37991 2.58123 -0.014 0.165 -0.110 0.288
H 5.47356 4.37463 -0.47664 0.032 0.199 0.009 0.183
H 6.66213 5.44163 -1.27021 -0.029 -0.227 0.231 0.327
H 5.11905 6.09737 -0.78926 -0.178 -0.151 0.123 0.339
```
Positions in Å, forces in eV/Å.

Values from the calculation:
* HOMO-LUMO gap: 5.732 eV
* charge: -1
* maximum force: 7.122 eV/A